Record 1
{
  "formula": "C3H10N2",
  "method": "ωB97M-V with the def2-TZVPD basis set",
  "gap_ev": 9.940,
  "lumo_ev": 1.09,
  "homo_ha": -0.3254,
  "total_charge": 0,
  "elements": ["C", "N", "H", "H", "H", "H", "H", "C", "C", "N", "H", "H", "H", "H", "H"],
  "positions_angstrom": [[-2.6645, -0.2375, 0.4047], [-1.5290, 0.5158, -0.1054], [-1.4210, 1.3992, 0.3835], [-1.6351, 0.7218, -1.1033], [-3.6244, 0.2861, 0.3047], [-2.4985, -0.4514, 1.4599], [-2.7364, -1.1768, -0.1430], [2.2799, -0.9105, -0.1069], [1.4194, 0.3095, -0.2317], [1.7570, 1.5056, -0.0449], [2.7234, 1.6306, 0.2622], [0.4511, 0.1031, -0.7969], [3.2548, -0.6849, 0.3269], [1.7821, -1.6751, 0.4872], [2.4412, -1.3355, -1.0970]],
  "atomic_forces_ev_per_a": [[-0.2, 0.2, -0.2], [-0.3, 0.2, -0.4], [0.1, -0.1, -0.2], [-0.1, 0.0, 0.5], [0.0, -0.1, 0.1], [0.0, -0.1, 0.0], [0.0, -0.1, 0.1], [0.2, 0.0, 0.3], [-0.3, -0.9, -2.1], [-0.2, 0.8, -0.1], [-0.1, -0.3, 0.4], [1.2, 0.4, 1.4], [0.0, 0.0, 0.1], [0.0, -0.1, 0.1], [0.0, 0.0, -0.1]]
}

***

Record 2
{
  "formula": "C3H10N2",
  "method": "ωB97M-V with the def2-TZVPD basis set",
  "gap_ev": 9.643,
  "lumo_ev": 1.15,
  "homo_ha": -0.3123,
  "total_charge": 0,
  "elements": ["C", "C", "N", "C", "N", "H", "H", "H", "H", "H", "H", "H", "H", "H", "H"],
  "positions_angstrom": [[-1.2004, 0.1726, 2.0070], [-0.1396, 0.4465, 0.9735], [-0.4502, -0.0491, -0.3579], [0.5947, 0.1489, -1.3388], [1.1653, -1.1034, -1.8616], [-0.9293, -0.7129, 2.5808], [-2.1091, -0.0945, 1.4675], [-1.4650, 1.0570, 2.5579], [-0.0828, 1.5539, 0.9060], [0.9061, 0.3428, 1.3085], [-0.7893, -0.9971, -0.2711], [1.3781, 0.7870, -0.9356], [0.1382, 0.6874, -2.1796], [2.1590, -1.0031, -2.0465], [0.8244, -1.2360, -2.8101]],
  "atomic_forces_ev_per_a": [[-0.2, -1.2, -0.8], [0.7, 2.8, -0.3], [0.0, -0.1, 1.0], [-0.5, -0.2, -0.9], [0.3, 0.1, -0.5], [-0.2, 0.3, 0.6], [-0.1, 0.0, -0.1], [0.2, 0.1, 0.7], [-0.4, -0.2, -0.4], [-0.1, -1.2, 0.1], [0.4, -0.2, -0.5], [0.0, 0.0, 0.2], [0.2, 0.2, 0.1], [0.1, 0.0, 0.5], [-0.4, -0.2, 0.2]]
}